1.
104
Properties=species:S:1:pos:R:3:mulliken_charge:R:1 method="wB97M-V/def2-TZVPD" homo_lumo_gap_ev=9.802 e_above_lowest_kcal_mol=99.60 homo_ev=-9.8
Cl 1.09 1.38 -3.91 -0.033
Cl -0.70 0.34 -1.63 -0.379
O -4.92 -3.20 -2.95 -0.342
O 5.23 1.91 9.42 -0.376
O -2.29 2.72 -8.42 -0.555
O 0.81 0.17 2.37 -0.339
O 0.62 2.41 2.00 -0.553
O -3.20 -3.98 -4.22 -0.560
O 3.77 2.79 7.90 -0.550
O -0.85 -1.49 10.08 -0.556
O 2.07 1.53 3.52 -0.344
O 1.10 -1.12 -8.18 -0.511
O -4.90 -5.31 -3.50 -0.396
O -0.93 0.84 -9.35 -0.585
O -1.65 -3.55 10.62 -0.336
O 0.43 -3.37 10.01 -0.353
O 3.97 0.55 8.28 -0.334
N -3.70 1.06 -5.70 -0.717
N 2.62 -0.92 -5.63 -0.443
N -1.00 4.25 -5.67 -0.713
C 0.48 -1.65 -6.96 -0.293
C -2.52 0.82 -5.87 -0.651
C 1.48 3.51 4.80 -1.058
C -0.77 3.14 -6.12 -0.293
C -0.71 -2.68 10.21 0.748
C -2.26 3.34 -9.73 -0.310
C 5.65 3.23 9.79 -0.162
C 2.49 2.85 3.89 -0.256
C 2.17 -1.87 10.80 -1.125
C -0.26 -0.04 1.45 -0.465
C 1.12 1.46 2.57 0.697
C 4.64 3.89 10.70 -1.108
C -4.23 -4.14 -3.63 0.747
C -0.44 0.47 -4.37 -0.176
C 2.90 0.34 7.36 -0.471
C -1.05 4.44 -9.83 -0.835
C 1.15 1.84 -7.23 -1.291
C -2.89 -2.93 10.96 -0.627
C 4.28 1.84 8.47 0.752
C 1.57 -1.97 -5.80 -0.793
C -4.28 -6.44 -4.13 -0.159
C -0.37 1.72 -6.82 2.046
C 1.57 -2.59 9.62 -0.121
C -0.89 0.52 -5.91 1.101
C -1.86 2.39 -3.05 -1.026
C -3.13 -6.97 -3.30 -1.070
C -0.88 -0.96 -6.51 -0.988
C -1.54 0.83 -3.25 0.579
C -4.27 -1.93 -2.92 -0.609
B -1.24 1.75 -8.24 0.576
H 0.53 3.67 4.29 0.390
H 4.43 3.26 11.57 0.297
H 2.82 -0.73 7.17 0.200
H -0.07 0.47 0.50 0.199
H 3.09 0.85 6.41 0.194
H 2.12 -2.93 -6.16 0.397
H 1.27 2.87 5.67 0.214
H 2.30 -3.29 9.20 0.332
H -0.33 -1.11 1.26 0.337
H -3.38 -1.99 -2.29 0.321
H 2.40 -2.57 11.61 0.341
H 1.42 2.97 -7.30 0.408
H -2.72 -7.88 -3.74 0.356
H 1.48 -1.13 11.22 0.300
H -0.19 -0.65 -4.15 0.095
H -5.05 -7.21 -4.21 0.299
H 0.16 -2.72 -7.30 0.460
H -3.63 -3.72 11.13 0.222
H 1.85 4.47 5.15 0.350
H 5.01 4.86 11.05 0.361
H -3.26 -2.29 10.15 0.292
H -2.78 -2.35 11.88 0.290
H -1.35 -1.64 -5.68 0.604
H -3.24 3.97 -9.81 0.304
H -1.20 0.31 1.89 0.324
H -1.51 5.40 -10.24 0.334
H 3.09 -1.35 10.51 0.331
H 2.69 3.45 3.00 0.407
H -2.32 -6.23 -3.23 0.285
H 3.52 -1.32 -5.95 0.256
H 1.30 -1.90 8.81 0.258
H -4.02 -1.59 -3.93 0.249
H 1.06 -2.29 -4.80 0.230
H -1.65 0.18 -9.45 0.315
H -3.45 -7.17 -2.28 0.293
H -2.61 2.70 -3.88 0.260
H -3.97 -6.19 -5.15 0.289
H -0.97 3.09 -3.13 0.256
H 6.60 3.12 10.32 0.298
H 1.94 1.36 -6.55 0.215
H -2.29 2.61 -10.61 0.232
H -1.63 -1.06 -7.39 0.261
H 1.96 0.68 7.80 0.274
H 2.76 -0.78 -4.61 0.205
H -0.65 4.70 -8.77 0.199
H 3.68 4.05 10.19 0.307
H -4.96 -1.21 -2.48 0.298
H -2.48 0.15 -3.25 -0.142
H 1.35 1.43 -8.30 0.253
H 0.72 -1.64 -8.94 0.362
H 3.44 2.73 4.42 0.268
H 5.84 3.83 8.90 0.306
H -2.39 2.63 -2.05 0.383
H -0.25 3.97 -10.50 0.242

***

2.
104
Properties=species:S:1:pos:R:3:mulliken_charge:R:1 method="wB97M-V/def2-TZVPD" homo_lumo_gap_ev=6.984 total_charge=+2 e_above_lowest_kcal_mol=0.00 homo_ev=-11.1
Lu 1.12 -0.76 -0.76 1.763
S 2.00 1.78 0.03 -0.363
S -1.61 -1.40 -0.91 -0.270
S 1.02 1.42 -3.56 -0.500
O 1.22 -1.30 1.25 -0.383
O 4.81 -1.91 -2.39 -0.428
O 1.65 -2.48 3.09 -0.989
O 3.25 -0.62 -1.33 -0.783
N -4.20 -0.33 -0.91 0.485
N -0.62 2.32 0.41 0.985
N -2.50 1.17 -1.07 0.861
N -0.25 3.78 -4.07 0.390
N 1.00 -3.41 -0.28 -0.576
N 0.36 -5.31 7.06 -0.350
N 0.71 3.09 2.06 0.490
N 2.72 -2.12 -3.04 -0.136
N -0.83 2.84 -2.12 1.187
N 1.31 -1.79 -3.02 -0.535
N 1.19 -4.32 5.09 0.036
N 0.64 -3.00 6.94 -0.406
C 0.56 -3.56 1.16 0.530
C 2.03 1.71 3.59 -1.711
C -5.04 -1.62 -0.69 1.283
C 3.19 3.56 2.32 -1.554
C 1.18 -2.40 1.95 0.329
C -1.07 4.67 -3.39 -0.395
C 0.30 2.88 -6.30 -1.467
C -1.35 3.29 1.18 -0.864
C 3.58 -1.46 -2.22 0.853
C 0.70 -5.08 1.72 -0.688
C 5.82 -1.35 -1.48 -0.650
C -6.35 -1.23 0.15 -1.627
C 1.59 4.06 4.15 -2.062
C -4.24 -2.70 0.01 -2.130
C -1.40 4.13 -2.20 -1.224
C -2.79 -0.19 -0.98 0.081
C 1.90 3.13 3.03 1.503
C -0.04 2.69 -3.20 0.168
C 0.94 -5.50 4.28 -0.616
C -5.49 -2.13 -2.06 -1.364
C -0.15 5.35 -5.97 -2.031
C 0.70 2.34 0.86 -0.037
C 0.72 -4.22 6.34 0.756
C 1.94 4.39 -5.00 -1.487
C 0.48 4.08 -5.36 1.237
C -4.73 0.95 -1.02 -0.526
C -0.54 3.65 2.23 -0.527
C -3.71 1.88 -1.15 -0.532
C 1.68 -5.36 2.93 -1.397
B -1.07 1.87 -1.02 -1.572
H -5.81 1.11 -1.08 0.423
H 0.32 3.27 -7.34 0.431
H 2.68 1.71 4.48 0.502
H 2.51 3.49 -4.78 0.343
H 0.76 3.78 4.78 0.462
H -2.36 3.47 0.97 0.694
H -0.65 2.32 -6.20 0.268
H 0.59 -4.16 -0.91 0.264
H -1.34 5.66 -3.79 0.458
H 1.03 1.42 3.90 0.400
H -6.17 -0.73 1.09 0.362
H 5.29 -0.75 -0.76 0.310
H 0.47 -6.24 6.74 0.170
H -4.92 -3.56 0.34 0.478
H -1.23 5.43 -6.14 0.421
H 3.11 -2.62 -3.84 0.285
H 1.07 -1.05 -3.74 0.201
H 1.10 -5.63 0.84 0.402
H 2.54 4.16 4.75 0.426
H 2.34 4.97 -5.86 0.435
H -0.76 4.19 3.17 0.456
H 2.08 -6.35 2.68 0.413
H -7.00 -0.60 -0.52 0.446
H -3.73 -2.31 0.86 0.502
H 1.10 2.14 -6.15 0.343
H 0.70 -3.02 7.95 0.256
H 1.23 -6.43 4.81 0.373
H -0.43 0.93 -1.50 -0.802
H 0.09 6.22 -5.35 0.539
H 3.09 4.43 1.68 0.371
H -6.21 -3.00 -1.90 0.370
H 0.36 5.56 -6.91 0.462
H -3.62 -3.24 -0.68 0.469
H -6.08 -1.35 -2.58 0.381
H 0.03 -5.20 8.01 0.209
H 6.35 -2.21 -1.05 0.257
H 3.67 2.78 1.67 0.294
H 2.44 1.02 2.86 0.282
H -6.85 -2.20 0.33 0.443
H -0.16 -5.61 4.11 0.421
H 1.31 5.05 3.68 0.467
H -3.84 2.97 -1.17 0.467
H 0.80 -2.64 -3.27 0.322
H -0.31 -5.41 1.92 0.372
H 3.93 3.80 3.10 0.467
H 2.48 -4.70 2.95 0.698
H 1.00 -2.17 6.40 0.219
H 1.40 -3.46 4.51 0.233
H 6.53 -0.82 -2.11 0.286
H 1.96 5.07 -4.11 0.339
H 2.02 -3.53 -0.30 0.252
H -2.02 4.43 -1.40 0.776
H -4.64 -2.48 -2.69 0.307
H -0.53 -3.38 1.17 -0.170

***

3.
102
Properties=species:S:1:pos:R:3:mulliken_charge:R:1 method="wB97M-V/def2-TZVPD" homo_lumo_gap_ev=8.790 e_above_lowest_kcal_mol=46.51 homo_ev=-9.1
S 3.31 5.94 -1.36 1.117
S -1.23 -5.67 3.94 1.088
S -2.39 -0.88 6.41 1.087
S 0.07 1.32 -4.86 1.271
S -4.08 -0.56 0.33 1.406
F 5.38 -1.44 -1.13 -0.347
O -3.74 -1.70 1.10 -0.536
O 2.29 5.64 -2.41 -0.596
O -3.16 -1.16 7.65 -0.706
O 0.96 1.22 -5.89 -0.710
O -1.21 -4.67 4.96 -0.583
O 2.98 7.05 -0.50 -0.744
O -0.94 -0.78 6.29 -0.625
O 0.70 -1.99 -0.31 -0.722
O 2.22 0.12 3.05 -0.543
O -0.82 0.18 -4.60 -0.689
O -4.73 0.54 1.01 -0.806
O -0.68 -6.93 4.08 -0.732
N 1.53 0.07 0.79 0.167
C -0.54 3.54 -3.75 -0.637
C -3.94 -1.47 4.56 0.364
C 4.98 4.14 -0.81 -0.360
C 3.11 -1.11 -4.72 -0.584
C 0.99 1.78 -3.36 -0.742
C -0.79 2.79 -5.07 -0.625
C 2.66 -1.87 -3.59 -0.677
C 4.72 -1.45 -2.36 0.375
C 5.23 -0.73 -3.50 -0.598
C 5.35 4.80 -2.20 -0.800
C -3.24 0.39 -1.80 -0.750
C 0.01 2.58 -2.65 0.218
C 1.33 -0.22 2.30 0.260
C -2.88 -4.62 2.34 0.164
C -2.88 -2.12 5.17 -0.037
C -1.46 -4.45 1.72 -0.822
C -2.87 -5.61 3.12 -1.005
C 0.19 -0.97 2.70 -0.322
C -3.16 0.60 5.66 -0.756
C -2.72 0.10 -0.55 0.365
C 2.75 0.61 0.21 -1.524
C 4.46 -0.63 -4.63 -0.302
C 4.84 6.25 -2.21 -0.639
C 3.39 -2.04 -2.45 -0.502
C -3.60 0.06 4.43 -0.325
C -5.06 -1.07 -0.99 -1.223
C -0.35 -5.07 2.58 -0.888
C -4.19 -0.75 -2.25 -0.471
C 3.67 4.57 -0.40 0.112
H -3.61 -5.67 3.95 0.418
H 0.48 -1.10 3.73 0.412
H 4.87 4.62 -3.01 0.399
H 4.94 3.05 -0.69 0.295
H 1.85 2.41 -3.70 0.157
H 0.43 -4.39 2.93 0.381
H -2.55 1.63 5.76 0.254
H -4.96 -0.32 -2.97 0.321
H -3.45 -1.62 -2.56 0.272
H -0.78 1.86 -2.34 -0.376
H 3.53 4.94 0.73 0.315
H -1.47 -4.98 0.83 0.552
H 6.52 4.68 -2.53 0.306
H -3.05 0.32 3.48 -0.019
H -4.03 -1.68 3.33 -0.407
H 3.13 1.43 0.59 0.927
H 2.65 1.06 -0.84 0.113
H 2.78 -2.46 -1.77 0.640
H -0.81 -0.59 2.66 0.188
H -2.57 0.50 -2.66 -0.077
H -1.92 2.48 -5.19 0.314
H -2.88 -3.19 5.76 0.465
H -2.97 -3.74 3.01 -0.214
H 0.25 4.37 -3.84 0.244
H -5.19 -1.99 -0.81 0.581
H 1.70 -2.20 -3.57 0.514
H 5.28 6.88 -1.36 0.327
H -3.74 -4.58 1.64 0.505
H 5.05 0.19 -5.27 0.160
H -0.05 -2.62 -0.74 0.046
H 0.19 -5.74 2.10 0.594
H 2.51 -0.90 -5.55 0.673
H 5.76 4.55 -0.05 0.249
H 0.65 0.50 0.44 0.316
H -3.77 1.33 -1.75 0.373
H -3.95 0.71 6.26 0.500
H 0.37 -2.10 2.32 0.128
H -4.55 0.71 4.28 0.248
H -1.66 4.00 -3.58 0.280
H -6.06 -0.43 -0.92 0.302
H -2.24 1.23 -0.20 0.252
H -0.33 3.34 -5.93 0.329
H -2.94 -6.67 2.64 0.329
H 1.21 -0.97 0.48 0.032
H -1.78 -0.63 -0.63 -0.054
H 0.42 3.10 -1.82 0.478
H 3.48 -0.05 0.37 0.622
H 4.80 7.00 -3.12 0.385
H -1.89 -2.36 4.63 -0.251
H 1.29 0.92 -2.98 0.404
H -1.32 -3.51 1.45 0.156
H -4.91 -1.52 5.07 0.335
H 2.92 3.88 -0.55 -0.351
H 5.87 -0.03 -3.51 0.593